1.
Formula: C12H19N2O
Source: OMol25
Level of theory: ωB97M-V/def2-TZVPD

Last column: Mulliken charge in e.
Positions of all 34 atoms, in Å:
1 C 3.2031 0.6123 -1.7385  -0.579
2 O 1.8440 0.9893 -1.6871  -0.272
3 C 0.9935 -0.0663 -1.6755  -0.144
4 C -0.3970 0.1074 -1.6775  0.660
5 C -1.3142 -0.9708 -1.6747  -0.699
6 C -2.6667 -0.7289 -1.6891  -0.590
7 C -3.1662 0.5747 -1.7041  1.101
8 C -4.6343 0.8173 -1.7183  -1.429
9 C -2.2669 1.6423 -1.7051  -0.702
10 C -0.9147 1.4173 -1.6920  -0.476
11 H 3.8076 1.5211 -1.7623  0.270
12 H 3.4685 0.0348 -0.8515  0.231
13 H 3.3998 0.0320 -2.6426  0.352
14 H 1.4074 -1.0618 -1.6677  0.464
15 H -0.9400 -1.9795 -1.6636  0.425
16 H -3.3675 -1.5473 -1.6915  0.459
17 H -4.8573 1.8854 -1.7225  0.359
18 H -5.0931 0.3754 -2.6040  0.359
19 H -5.1080 0.3792 -0.8387  0.353
20 H -2.6453 2.6503 -1.7183  0.338
21 H -0.2143 2.2343 -1.6961  0.502
22 C 2.8026 -0.7845 2.1504  -0.649
23 N 1.4922 -0.5253 2.7326  0.461
24 C 0.9414 0.7846 2.4280  -0.716
25 N 0.6161 -1.5689 2.8837  -0.752
26 C 0.6201 -2.3310 3.8958  -0.339
27 H 3.4769 0.0506 2.3213  0.292
28 H 3.2350 -1.6781 2.5892  0.328
29 H 2.7036 -0.9358 1.0798  0.041
30 H 1.6769 1.5651 2.6063  0.269
31 H 0.6300 0.8205 1.3875  0.155
32 H 0.0775 0.9628 3.0616  0.314
33 H -0.0592 -3.1563 3.9499  0.277
34 H 1.2488 -2.1222 4.7347  0.336

As for the total charge: +1. The value obtained for the energy relative to the best compared isomer or geometry (same formula, charge and spin) is 74.8 kcal/mol. The orbital gap comes out at 4.50 eV.

2.
Formula: C33H31MnN6O2Se2
Source: OMol25
Level of theory: ωB97M-V/def2-TZVPD

Last column: Mulliken spin population.
Positions of all 75 atoms, in Å:
1 Mn 11.7688 12.7982 10.5498  2.909
2 C 15.3406 14.5963 8.4611  -0.001
3 O 14.5474 15.7022 9.1441  0.005
4 C 13.5365 15.0010 9.7640  0.044
5 N 13.4783 13.7079 9.6422  -0.102
6 C 14.6273 13.2610 8.8070  0.023
7 C 15.5756 12.2924 9.4519  0.019
8 C 15.9971 11.2029 8.6868  -0.002
9 C 17.0054 10.3309 9.1611  0.001
10 C 17.5748 10.5998 10.3954  0.000
11 C 17.0533 11.6197 11.2466  0.001
12 C 16.0964 12.4593 10.7578  -0.012
13 C 12.5703 15.6519 10.6777  0.063
14 C 12.4748 16.9905 11.0101  -0.001
15 C 11.4184 17.3865 11.7948  0.017
16 C 10.6321 16.4470 12.4492  -0.003
17 C 10.8771 15.1180 12.1275  0.051
18 N 11.8001 14.6942 11.2619  -0.026
19 C 10.3532 13.9232 12.8344  -0.022
20 N 10.6247 12.7060 12.4660  -0.024
21 C 10.0821 11.7256 13.4648  -0.006
22 C 9.3090 12.7455 14.4093  -0.001
23 O 9.6209 14.0799 13.9996  0.005
24 C 9.2807 10.5578 12.7815  -0.005
25 C 7.8677 10.3700 12.8357  -0.002
26 C 7.2669 9.2864 12.2568  0.000
27 C 8.0349 8.2187 11.8138  0.000
28 C 9.4385 8.3425 11.8037  0.002
29 C 10.0460 9.5349 12.2347  0.011
30 H 16.3607 14.5720 8.8634  0.000
31 H 15.4026 14.9077 7.3720  0.001
32 H 14.1469 12.7327 7.9191  -0.009
33 H 15.5220 11.1190 7.6930  -0.001
34 H 17.2875 9.3869 8.6985  0.000
35 H 18.4770 10.0172 10.7529  0.000
36 H 17.4451 11.6647 12.2833  0.000
37 H 15.9181 13.3826 11.2837  -0.005
38 H 13.2586 17.6907 10.5922  -0.001
39 H 11.2767 18.4711 11.9592  0.000
40 H 9.8906 16.6547 13.1992  0.000
41 H 10.9595 11.2913 13.9586  0.000
42 H 9.6213 12.6587 15.4860  0.000
43 H 8.2278 12.6334 14.3425  0.000
44 H 7.2248 11.0317 13.4585  0.000
45 H 6.2101 9.2392 12.3744  0.000
46 H 7.5479 7.2867 11.5234  0.000
47 H 10.0557 7.4492 11.4668  0.000
48 H 11.1750 9.5962 12.1265  0.000
49 C 5.4607 10.9220 7.9567  0.003
50 N 5.9616 11.9902 7.0485  0.070
51 C 6.2472 11.8723 5.7104  0.046
52 C 6.6407 13.0439 5.2440  0.064
53 N 6.4932 14.0150 6.2277  0.050
54 C 6.8177 15.3896 6.0919  0.003
55 C 6.0423 13.3478 7.3241  -0.119
56 Se 5.5433 13.9923 8.9977  0.880
57 H 4.7585 11.2719 8.7469  0.001
58 H 6.4001 10.5215 8.4445  -0.002
59 H 4.8881 10.0817 7.4628  0.000
60 H 6.0992 10.8752 5.2600  0.003
61 H 6.9613 13.2266 4.1790  0.004
62 H 6.5622 15.9424 6.9928  0.000
63 H 6.2903 15.8022 5.2181  0.001
64 H 7.9081 15.4326 5.8630  0.001
65 Se 10.6644 11.4951 8.8987  0.036
66 C 11.8586 10.0114 8.7022  -0.014
67 C 11.5246 9.1157 7.6417  0.005
68 C 12.4137 8.0225 7.4829  -0.002
69 N 13.5247 7.8053 8.1597  0.006
70 C 13.8238 8.6943 9.1063  0.015
71 C 13.1026 9.8422 9.3722  0.062
72 H 10.5405 9.2417 7.1497  0.000
73 H 12.1591 7.1852 6.7888  0.000
74 H 14.7304 8.3439 9.6850  0.000
75 H 13.3806 10.4776 10.2318  -0.039

As for the expectation value of S²: 6.036. The spin multiplicity is 5. As for the total charge: +2. The orbital gap (spin up / spin down) comes out at 6.05 / 3.95 eV.

3.
Formula: CoH28InO22P2
Source: OMol25
Level of theory: ωB97M-V/def2-TZVPD

Last column: Mulliken spin population.
Positions of all 54 atoms, in Å:
1 Co 22.0532 16.7212 -18.4046  2.097
2 In 18.4577 16.0929 -20.0003  0.013
3 P 21.8217 15.8577 -20.8872  0.020
4 O 22.6477 17.0039 -20.2486  -0.029
5 O 20.6673 16.4485 -21.7500  0.001
6 O 21.1837 15.3394 -19.5069  0.012
7 O 22.6439 14.7902 -21.5914  0.000
8 P 19.9583 16.7880 -16.8110  -0.071
9 O 19.0121 15.6309 -17.2171  0.585
10 O 19.4693 17.6562 -15.6508  0.376
11 O 20.2115 17.5633 -18.1584  0.098
12 O 21.4173 16.3150 -16.5975  -0.152
13 O 22.4622 18.9693 -21.9921  -0.001
14 H 21.7956 18.6072 -22.5758  0.000
15 H 22.4715 18.3759 -21.2411  0.001
16 O 21.0034 16.1126 -24.3025  0.000
17 H 21.9537 16.1374 -24.4146  0.000
18 H 20.8721 16.1595 -23.3555  0.000
19 O 22.5431 13.3732 -23.7937  0.000
20 H 22.5043 14.0377 -23.1059  -0.001
21 H 21.8825 12.7280 -23.5416  0.000
22 O 21.3389 13.1228 -18.2412  -0.002
23 H 21.7716 13.1429 -17.3876  0.000
24 H 21.3508 14.0328 -18.5378  0.007
25 O 24.9643 17.9484 -20.8844  -0.003
26 H 24.1991 17.4971 -20.5280  0.001
27 H 24.6341 18.8063 -21.1514  0.000
28 O 21.5746 12.5885 -20.9212  0.000
29 H 22.0096 13.4104 -21.1482  -0.002
30 H 21.2861 12.7114 -20.0168  0.000
31 O 24.3757 13.6313 -20.1269  0.000
32 H 23.8693 14.1918 -20.7148  0.000
33 H 23.8442 12.8409 -20.0319  0.000
34 O 18.7878 13.0972 -19.2886  0.002
35 H 18.2637 12.3639 -18.9662  0.000
36 H 19.5492 13.1211 -18.7090  0.001
37 O 23.3336 18.3052 -17.7316  0.017
38 H 23.2069 18.2967 -16.7829  -0.002
39 H 24.1071 18.8530 -17.8656  0.004
40 O 25.0016 13.3429 -23.0834  0.000
41 H 24.8753 13.4394 -22.1395  0.000
42 H 24.1202 13.4064 -23.4512  0.000
43 O 17.6402 16.7338 -22.8026  0.001
44 H 18.3543 17.0401 -23.3617  0.000
45 H 16.8513 17.1097 -23.1934  0.000
46 O 23.6638 15.3921 -18.0330  0.025
47 H 23.7785 14.9319 -18.8644  -0.004
48 H 24.3184 15.0047 -17.4519  0.006
49 O 19.3570 19.1535 -20.8808  0.000
50 H 20.1453 19.1800 -21.4231  0.000
51 H 18.9299 19.9957 -21.0368  0.000
52 O 24.0604 16.2102 -23.1542  0.000
53 H 23.6197 15.7033 -22.4722  -0.001
54 H 24.4827 16.9290 -22.6839  -0.001

As for the expectation value of S²: 3.915. The spin multiplicity is 4. As for the total charge: -1. The orbital gap (spin up / spin down) comes out at 5.70 / 5.40 eV.

4.
Formula: C35H37F6N2NaO6S2SbSi
Source: OMol25
Level of theory: ωB97M-V/def2-TZVPD

Last column: Mulliken spin population.
Positions of all 91 atoms, in Å:
1 Na 0.8564 0.9383 -1.0795  0.023
2 O -1.5457 -2.1431 -3.2753  0.000
3 C -0.5016 -1.4721 -3.3521  0.002
4 O -0.0171 -0.7013 -2.4955  -0.004
5 C 0.2688 -1.5924 -4.6868  0.005
6 C -0.2997 -2.3920 -5.6752  0.000
7 C 0.2700 -2.5200 -6.9312  0.000
8 C 1.4467 -1.8472 -7.2317  0.000
9 C 2.0460 -1.0700 -6.2555  0.002
10 C 1.4683 -0.9350 -4.9906  -0.001
11 S 2.3230 0.1443 -3.8826  0.042
12 H -1.2210 -2.8959 -5.4151  0.000
13 H -0.2069 -3.1443 -7.6783  0.000
14 H 1.9032 -1.9372 -8.2099  0.000
15 H 2.9771 -0.5551 -6.4536  0.000
16 O 0.1278 0.0987 0.9545  -0.006
17 Si 0.7197 -1.0552 1.8514  -0.008
18 C -0.6274 -1.9462 2.8713  -0.002
19 C -0.3623 -2.8381 3.9143  0.000
20 C -1.3841 -3.4832 4.5990  0.000
21 C -2.7088 -3.2575 4.2441  0.000
22 C -2.9975 -2.3928 3.1969  0.000
23 C -1.9658 -1.7490 2.5238  0.001
24 C 1.5647 -2.4602 0.9004  -0.005
25 C 1.1638 -2.7185 -0.4126  0.017
26 C 1.7085 -3.7713 -1.1372  0.000
27 C 2.6664 -4.5922 -0.5589  0.002
28 C 3.0778 -4.3547 0.7474  0.000
29 C 2.5305 -3.2981 1.4636  0.001
30 C 2.0626 -0.4971 3.1022  0.001
31 C 3.2917 -0.0894 2.5683  -0.007
32 C 4.3108 0.4071 3.3690  0.000
33 C 4.1293 0.5058 4.7423  0.000
34 C 2.9237 0.1063 5.2997  0.000
35 C 1.9086 -0.3857 4.4855  0.000
36 H 0.6668 -3.0367 4.1986  0.000
37 H -1.1486 -4.1663 5.4078  0.000
38 H -3.5096 -3.7597 4.7750  0.000
39 H -4.0268 -2.2215 2.9026  0.000
40 H -2.1890 -1.0775 1.6998  0.000
41 H 0.4251 -2.0761 -0.8823  -0.003
42 H 1.3865 -3.9399 -2.1584  0.000
43 H 3.0981 -5.4104 -1.1248  0.000
44 H 3.8316 -4.9877 1.2033  0.000
45 H 2.8751 -3.1147 2.4775  0.000
46 H 3.4516 -0.1583 1.4965  0.006
47 H 5.2456 0.7228 2.9207  0.000
48 H 4.9214 0.8953 5.3717  0.000
49 H 2.7690 0.1819 6.3708  0.000
50 H 0.9763 -0.6869 4.9438  0.000
51 F 0.7656 2.6209 -2.8335  -0.003
52 Sb 1.8872 4.1252 -3.2417  0.000
53 F 2.2286 3.1445 -4.8494  0.001
54 F 3.2574 3.2210 -2.3003  0.000
55 F 3.1230 5.3791 -3.9735  0.000
56 F 1.6848 5.3407 -1.8145  0.000
57 F 0.3763 4.9473 -4.0351  0.000
58 N 0.4637 3.1839 -0.0060  0.000
59 C -0.1552 3.2368 0.9692  0.000
60 N -1.0117 3.3519 1.9657  0.000
61 C -2.2605 2.5719 1.9440  0.000
62 C -2.7665 2.4092 3.3713  0.000
63 C -1.5913 2.0805 4.2744  0.000
64 C -0.6146 3.2617 4.3895  0.000
65 C -0.6950 4.1444 3.1417  0.000
66 H -2.0027 1.5938 1.5282  0.000
67 H -2.9976 3.0573 1.2992  0.000
68 H -3.5020 1.6029 3.3878  0.000
69 H -3.2779 3.3160 3.7149  0.000
70 H -1.0743 1.2396 3.8268  0.000
71 H -1.9268 1.7618 5.2640  0.000
72 H 0.4019 2.8849 4.5186  0.000
73 H -0.8492 3.8747 5.2659  0.000
74 H 0.2415 4.6663 2.9537  0.000
75 H -1.4690 4.9090 3.2713  0.000
76 O 2.8664 -1.0725 -2.7733  0.309
77 O 2.9643 -0.5878 -1.5706  0.629
78 O -3.4995 2.7643 -1.1535  0.000
79 S -2.4111 1.8021 -1.5433  0.000
80 C -2.3594 1.8331 -3.3680  0.000
81 C -3.2341 0.6930 -3.9114  0.000
82 C -4.1063 0.1829 -2.7620  0.000
83 C -3.1746 0.1654 -1.5593  0.000
84 H -1.3180 1.7788 -3.6805  0.001
85 H -2.7423 2.8275 -3.5966  0.000
86 H -2.5980 -0.1283 -4.2384  0.000
87 H -3.8284 1.0247 -4.7655  0.000
88 H -4.5050 -0.8111 -2.9725  0.000
89 H -4.9377 0.8663 -2.5699  0.000
90 H -2.3718 -0.5649 -1.6900  0.000
91 H -3.6607 0.0310 -0.5926  0.000

As for the expectation value of S²: 0.755. The spin multiplicity is 2. As for the total charge: -2. The value obtained for the energy relative to the best compared isomer or geometry (same formula, charge and spin) is 0.0 kcal/mol. The orbital gap (spin up / spin down) comes out at 7.59 / 7.69 eV.